<a>
{
  "formula": "C6H16NPS",
  "method": "wB97M-V/def2-TZVPD",
  "lumo_ev": 0.4,
  "e_homo_ev": -7.8,
  "smiles": "CCP(=S)(CC)N(C)C",
  "homo_lumo_gap_ev": 8.223,
  "multiplicity": 1,
  "elements": ["C", "C", "C", "C", "C", "C", "N", "P", "S", "H", "H", "H", "H", "H", "H", "H", "H", "H", "H", "H", "H", "H", "H", "H", "H"],
  "xyz": [[-1.9977, -0.0533, -1.3854], [0.1041, -2.6934, 0.7597], [0.8614, 1.4743, 1.7247], [0.6567, 2.3801, -0.4304], [-0.5555, -0.4856, -1.7368], [-0.1247, -1.1965, 1.0405], [0.0850, 1.3666, 0.3995], [0.5058, -0.1405, -0.2599], [2.9274, -0.4929, -0.7790], [-2.1863, 1.0902, -1.1030], [-2.5023, -0.1703, -2.3453], [-2.4675, -0.5234, -0.5354], [0.7328, -3.2554, 1.4334], [-0.8339, -3.1773, 0.6104], [0.5813, -2.8409, -0.1514], [0.7773, 2.5864, 1.8430], [0.2287, 0.8756, 2.3769], [1.8520, 1.1789, 1.7050], [0.0715, 3.3301, -0.5003], [1.8277, 2.4289, -0.2637], [0.4995, 2.1257, -1.4588], [0.0487, -0.1324, -2.5778], [-0.3970, -1.5310, -1.7522], [0.5303, -1.0692, 2.0255], [-1.2254, -1.0745, 1.3607]]
}



<b>
{
  "formula": "C6H16NPS",
  "method": "wB97M-V/def2-TZVPD",
  "lumo_ev": 0.8,
  "e_homo_ev": -8.7,
  "smiles": "CC(C)P(N)S.C=CC",
  "homo_lumo_gap_ev": 9.502,
  "multiplicity": 1,
  "elements": ["C", "C", "C", "C", "C", "C", "N", "P", "S", "H", "H", "H", "H", "H", "H", "H", "H", "H", "H", "H", "H", "H", "H", "H", "H"],
  "xyz": [[-2.3631, -1.4066, 0.5405], [-2.7247, 0.9009, -0.2027], [1.6231, -1.2480, 0.3156], [0.9731, -0.3797, -1.9683], [-2.3944, -0.1465, 0.8211], [0.7556, -0.1656, -0.4489], [0.9654, 1.5309, 1.5564], [1.2545, 1.5801, -0.1537], [3.2855, 1.5925, -0.5118], [-2.8440, -1.7980, -0.3534], [3.8861, 1.0822, 0.6060], [-1.9400, -1.9297, 1.4790], [-3.6819, 1.3626, 0.1353], [-2.8329, 0.3024, -1.1655], [-1.8471, 1.5317, -0.3545], [2.4567, -1.5413, -0.3203], [2.0903, -0.8620, 1.1705], [1.0405, -2.1289, 0.5118], [1.8105, 0.1911, -2.4180], [0.0704, -0.1622, -2.6227], [1.2405, -1.3760, -2.3472], [-2.1924, 0.2466, 1.8060], [-0.3371, -0.2505, -0.3213], [0.4189, 2.2633, 1.9836], [1.2864, 0.8108, 2.2626]]
}



Energies relative to the most stable structure, in eV: <a> 1.275; <b> 0.000.



<a>
{
  "formula": "C2HCl2NS2",
  "method": "wB97M-V/def2-TZVPD",
  "lumo_ev": -0.8,
  "e_homo_ev": -9.3,
  "homo_lumo_gap_ev": 8.571,
  "multiplicity": 1,
  "elements": ["C", "C", "N", "S", "S", "Cl", "Cl", "H"],
  "xyz": [[0.4462, -0.5690, 0.0965], [0.8346, 0.7216, -0.0574], [-1.4780, 0.7197, 1.0289], [-0.2419, 2.0352, 0.3012], [-1.1377, -0.7515, 0.6847], [2.3748, 0.9401, -0.6367], [-1.9663, -1.6265, -1.1676], [1.1683, -1.4696, -0.2497]]
}



<b>
{
  "formula": "C2HCl2NS2",
  "method": "wB97M-V/def2-TZVPD",
  "lumo_ev": 0.0,
  "e_homo_ev": -8.6,
  "smiles": "ClC1=NSS[C@@H]1Cl",
  "homo_lumo_gap_ev": 8.584,
  "multiplicity": 1,
  "elements": ["C", "C", "N", "S", "S", "Cl", "Cl", "H"],
  "xyz": [[0.0525, -0.8148, -0.2006], [-0.6399, 0.4284, 0.1417], [1.2973, -0.8749, -0.3952], [0.6470, 1.8573, -0.0848], [2.2149, 0.4648, -0.3868], [-0.9351, -2.2143, -0.3664], [-1.0849, 0.3328, 1.8547], [-1.5518, 0.8206, -0.5628]]
}



Energies relative to the most stable structure, in eV: <a> 1.644; <b> 0.000.



<a>
{
  "formula": "C25H27GeO9Ti",
  "method": "wB97M-V/def2-TZVPD",
  "lumo_ev": -3.7,
  "e_homo_ev": -10.8,
  "homo_lumo_gap_ev": 7.121,
  "total_charge": 1,
  "multiplicity": 1,
  "elements": ["Ti", "C", "C", "O", "C", "C", "O", "C", "C", "O", "C", "C", "O", "H", "H", "H", "H", "H", "H", "H", "H", "H", "H", "H", "H", "H", "H", "H", "H", "O", "C", "C", "O", "C", "C", "O", "C", "O", "O", "Ge", "C", "C", "C", "C", "C", "C", "C", "C", "C", "C", "C", "C", "H", "H", "H", "H", "H", "H", "H", "H", "H", "H", "H"],
  "xyz": [[0.1536, 0.2626, 0.7456], [1.5907, 1.8158, 2.9982], [1.9348, 0.4435, 3.5373], [1.6681, -0.5201, 2.5173], [1.1245, -1.7660, 2.9454], [-0.3451, -1.6150, 3.2675], [-1.0030, -0.9299, 2.1769], [-2.3028, -0.4420, 2.5607], [-2.8256, 0.3779, 1.4086], [-1.8002, 1.3082, 0.9975], [-1.7643, 2.5638, 1.7110], [-0.3089, 2.9114, 1.9162], [0.2627, 1.7021, 2.4403], [2.2760, 2.1470, 2.2169], [1.5685, 2.5417, 3.8144], [1.3408, 0.2276, 4.4288], [2.9928, 0.4066, 3.8083], [1.6549, -2.1456, 3.8230], [1.2831, -2.4539, 2.1161], [-0.4977, -1.0123, 4.1679], [-0.8201, -2.5877, 3.4109], [-2.1860, 0.1526, 3.4724], [-2.9623, -1.2888, 2.7638], [-3.7299, 0.9233, 1.6804], [-3.0358, -0.2367, 0.5341], [-2.2624, 2.4415, 2.6742], [-2.2850, 3.3176, 1.1195], [-0.1977, 3.7272, 2.6330], [0.2046, 3.1808, 0.9863], [5.3712, -1.3001, -1.7343], [4.3308, -0.9871, -1.2494], [3.1284, -1.9267, -0.9553], [3.0763, -3.1161, -1.0939], [2.0943, -1.0165, -0.4383], [2.5299, 0.2659, -0.3346], [1.6939, 1.2084, 0.1211], [3.9263, 0.4317, -0.7641], [4.6037, 1.4206, -0.7300], [0.8336, -1.3148, -0.0877], [-0.7035, 0.7613, -1.6519], [-2.3806, -0.1916, -1.8681], [-3.5693, 0.4983, -2.1055], [-4.7861, -0.1678, -2.1457], [-4.8346, -1.5400, -1.9424], [-3.6605, -2.2433, -1.7073], [-2.4457, -1.5724, -1.6672], [0.6975, 0.2968, -2.8980], [0.8919, -1.0227, -3.3099], [2.0172, -1.3821, -4.0349], [2.9733, -0.4256, -4.3525], [2.7865, 0.8926, -3.9623], [1.6555, 1.2489, -3.2409], [-0.9586, 2.2837, -1.6817], [-3.5541, 1.5698, -2.2719], [-5.6956, 0.3837, -2.3446], [-5.7822, -2.0607, -1.9776], [-3.6885, -3.3147, -1.5586], [-1.5453, -2.1425, -1.4627], [0.1769, -1.7936, -3.0504], [2.1578, -2.4120, -4.3351], [3.8618, -0.7086, -4.9010], [3.5264, 1.6426, -4.2082], [1.5432, 2.2814, -2.9272]]
}



<b>
{
  "formula": "C25H27GeO9Ti",
  "method": "wB97M-V/def2-TZVPD",
  "lumo_ev": [-3.0, -4.2],
  "e_homo_ev": [-10.6, -11.1],
  "homo_lumo_gap_ev": [7.571, 6.860],
  "total_charge": 1,
  "multiplicity": 1,
  "elements": ["Ti", "C", "C", "O", "C", "C", "O", "C", "C", "O", "C", "C", "O", "H", "H", "H", "H", "H", "H", "H", "H", "H", "H", "H", "H", "H", "H", "H", "H", "O", "C", "C", "O", "C", "C", "O", "C", "O", "O", "Ge", "C", "C", "C", "C", "C", "C", "C", "C", "C", "C", "C", "C", "H", "H", "H", "H", "H", "H", "H", "H", "H", "H", "H"],
  "xyz": [[0.5641, 0.0998, 0.0964], [-1.4152, 0.5260, -2.1469], [-2.2356, 1.2588, -1.0842], [-1.4397, 1.2831, 0.1049], [-2.1272, 1.3600, 1.3495], [-1.2245, 0.7182, 2.3980], [0.1678, 0.8580, 2.0414], [0.8455, 2.0952, 2.3623], [0.7492, 3.0427, 1.1890], [1.0549, 2.2948, -0.0012], [0.6137, 2.9511, -1.2006], [0.5815, 1.9363, -2.3271], [-0.0017, 0.6929, -1.8818], [-1.6345, 0.8873, -3.1511], [-1.5874, -0.5425, -2.0936], [-3.1658, 0.7156, -0.9088], [-2.4730, 2.2879, -1.3679], [-3.0664, 0.8057, 1.3035], [-2.3462, 2.4091, 1.5677], [-1.3918, -0.3545, 2.4400], [-1.3831, 1.1506, 3.3857], [1.8754, 1.8171, 2.5724], [0.3991, 2.5325, 3.2558], [1.4672, 3.8572, 1.3075], [-0.2553, 3.4607, 1.0850], [1.3012, 3.7628, -1.4515], [-0.3763, 3.3719, -1.0120], [1.5797, 1.6893, -2.6711], [0.0009, 2.3239, -3.1653], [-0.3546, -5.9792, 0.5374], [-0.1839, -4.8047, 0.4655], [1.1684, -4.0528, 0.6643], [2.2318, -4.5294, 0.9493], [0.8045, -2.6452, 0.4409], [-0.5152, -2.4698, 0.1650], [-0.9174, -1.2253, -0.0053], [-1.2693, -3.7327, 0.1396], [-2.4366, -3.9138, -0.0662], [1.5469, -1.5482, 0.4848], [3.1188, 0.1628, -0.8796], [3.8002, -1.4043, -1.7406], [3.9545, -2.6285, -1.0890], [4.4437, -3.7286, -1.7746], [4.7839, -3.6179, -3.1164], [4.6428, -2.4042, -3.7723], [4.1553, -1.3004, -3.0876], [3.6524, 0.6567, 0.9228], [4.0427, 1.9892, 1.1194], [4.4416, 2.4420, 2.3667], [4.4479, 1.5685, 3.4492], [4.0652, 0.2469, 3.2728], [3.6726, -0.2082, 2.0195], [3.4347, 1.3985, -1.7465], [3.6994, -2.7380, -0.0448], [4.5580, -4.6716, -1.2568], [5.1653, -4.4790, -3.6492], [4.9158, -2.3166, -4.8157], [4.0603, -0.3542, -3.6090], [4.0522, 2.6765, 0.2802], [4.7659, 3.4671, 2.4949], [4.7664, 1.9151, 4.4237], [4.0840, -0.4394, 4.1095], [3.3840, -1.2451, 1.8994]]
}



Energies relative to the most stable structure, in eV: <a> 0.000; <b> 0.200.



<a>
{
  "formula": "C4H8O3S",
  "method": "wB97M-V/def2-TZVPD",
  "lumo_ev": 0.5,
  "e_homo_ev": -10.0,
  "smiles": "CS(=O)(=O)C1=CC1.O",
  "homo_lumo_gap_ev": 10.451,
  "multiplicity": 1,
  "elements": ["C", "C", "C", "C", "O", "O", "O", "S", "H", "H", "H", "H", "H", "H", "H", "H"],
  "xyz": [[-0.4104, 1.9315, -0.3933], [-1.2848, 0.9513, -1.0498], [0.0732, 0.6967, -0.4876], [2.1429, 0.2272, 1.1868], [1.9400, -0.8068, -1.3316], [0.4055, -1.6677, 0.3919], [-2.5514, -2.0547, 0.1159], [1.2170, -0.5561, -0.1249], [-0.4139, 2.8643, 0.1946], [-1.9185, -2.5596, 0.4807], [-2.0438, 0.5721, -0.4377], [-1.5982, 0.9768, -2.1145], [3.2016, 0.3425, 0.7967], [1.5439, 1.0644, 1.4284], [1.9291, -0.2452, 2.0454], [-2.2322, -1.7367, -0.7010]]
}



<b>
{
  "formula": "C4H8O3S",
  "method": "wB97M-V/def2-TZVPD",
  "lumo_ev": -0.5,
  "e_homo_ev": -10.5,
  "homo_lumo_gap_ev": 9.989,
  "multiplicity": 1,
  "elements": ["C", "C", "C", "C", "O", "O", "O", "S", "H", "H", "H", "H", "H", "H", "H", "H"],
  "xyz": [[-1.9949, -1.7898, 0.5007], [-1.3534, -0.9868, -0.3679], [2.0534, 1.2597, 0.3615], [-0.5186, 0.1304, 0.1888], [1.3869, -0.1991, -1.7059], [1.5712, -1.3368, 0.4497], [-0.8512, 1.7849, -0.8372], [1.2050, -0.1707, -0.2931], [-2.4978, -2.6744, 0.1083], [-2.0780, -1.5401, 1.5606], [-1.5064, -1.1639, -1.3539], [2.8084, 1.6839, -0.2447], [1.2431, 1.8391, 0.3867], [2.5628, 1.2322, 1.4414], [-0.6406, 0.4788, 1.2791], [-1.3898, 1.4527, -1.4740]]
}



Energies relative to the most stable structure, in eV: <a> 0.000; <b> 0.070.



<a>
{
  "formula": "C19H22N2O5S",
  "method": "wB97M-V/def2-TZVPD",
  "lumo_ev": 0.5,
  "e_homo_ev": -7.9,
  "smiles": "CCNS(=O)(=O)c1ccc(CCC(=O)NCc2ccc3c(c2)OCO3)cc1",
  "homo_lumo_gap_ev": 8.426,
  "multiplicity": 1,
  "elements": ["C", "H", "H", "H", "C", "N", "S", "O", "O", "C", "C", "C", "C", "C", "C", "H", "H", "C", "H", "H", "C", "C", "O", "N", "H", "C", "C", "C", "C", "C", "C", "C", "H", "O", "C", "O", "H", "H", "H", "H", "H", "H", "H", "H", "H", "H", "H", "H", "H"],
  "xyz": [[-4.8593, -1.4674, -2.0969], [-4.8698, -1.9359, -3.0775], [-5.8577, -1.5315, -1.6683], [-4.5876, -0.4209, -2.2046], [-3.8481, -2.1635, -1.1925], [-3.7549, -1.5833, 0.1312], [-2.8442, -0.1810, 0.2927], [-2.9224, 0.6294, -0.8944], [-3.2581, 0.3922, 1.5377], [-1.2319, -0.9283, 0.3929], [-0.4040, -0.9319, -0.7101], [0.7858, -1.6414, -0.6714], [1.1478, -2.3442, 0.4722], [0.3082, -2.2975, 1.5855], [-0.8835, -1.5986, 1.5481], [-1.5492, -1.5571, 2.3946], [0.5889, -2.8292, 2.4841], [2.3971, -3.1867, 0.5454], [2.1035, -4.2295, 0.3824], [2.8019, -3.1418, 1.5606], [3.4864, -2.8458, -0.4709], [3.8856, -1.3783, -0.5828], [4.3962, -0.9402, -1.5917], [3.7032, -0.6349, 0.5310], [3.1524, -1.0048, 1.2866], [3.9226, 0.7960, 0.5281], [2.6705, 1.5759, 0.2018], [2.6930, 2.5529, -0.7788], [1.5683, 3.3158, -1.0880], [0.4172, 3.0474, -0.3893], [0.3758, 2.0394, 0.5776], [1.4879, 1.3042, 0.9004], [1.4367, 0.5512, 1.6699], [-0.8827, 1.9618, 1.1013], [-1.6191, 3.0064, 0.4922], [-0.8043, 3.6467, -0.4708], [-1.9177, 3.7355, 1.2631], [-2.5091, 2.5873, 0.0087], [1.5973, 4.0844, -1.8415], [3.6096, 2.7362, -1.3174], [4.6887, 0.9970, -0.2233], [4.3009, 1.0870, 1.5139], [4.3940, -3.4002, -0.2165], [3.1955, -3.1687, -1.4717], [1.4255, -1.6409, -1.5392], [-0.6986, -0.3787, -1.5882], [-4.6478, -1.4761, 0.5888], [-2.8471, -2.0940, -1.6238], [-4.1015, -3.2227, -1.0765]]
}



<b>
{
  "formula": "C19H22N2O5S",
  "method": "wB97M-V/def2-TZVPD",
  "lumo_ev": 0.4,
  "e_homo_ev": -8.9,
  "smiles": "C[C@@H](Oc1ccccc1)C(=O)Nc1ccc(S(=O)(=O)N2CCOCC2)cc1",
  "homo_lumo_gap_ev": 9.244,
  "multiplicity": 1,
  "elements": ["C", "H", "H", "H", "C", "C", "O", "N", "C", "C", "C", "C", "C", "C", "H", "H", "S", "O", "O", "N", "C", "H", "C", "H", "O", "C", "H", "C", "H", "H", "H", "H", "H", "H", "H", "H", "O", "C", "C", "C", "C", "C", "C", "H", "H", "H", "H", "H", "H"],
  "xyz": [[-4.7368, 0.1289, 0.2517], [-5.4888, 0.6796, 0.8083], [-4.6946, -0.8977, 0.6068], [-5.0132, 0.1283, -0.7996], [-3.3794, 0.8086, 0.4211], [-3.4772, 2.2725, -0.0257], [-4.5336, 2.8475, -0.1460], [-2.3093, 2.9005, -0.3381], [-0.9772, 2.5141, -0.1560], [-0.5244, 1.9860, 1.0528], [0.8147, 1.6888, 1.2215], [1.7052, 1.9237, 0.1913], [1.2754, 2.4611, -1.0073], [-0.0630, 2.7578, -1.1814], [-0.4083, 3.1887, -2.1093], [2.0017, 2.6640, -1.7782], [3.4580, 1.6215, 0.4475], [3.7256, 1.7690, 1.8469], [4.1732, 2.4225, -0.5005], [3.7828, 0.0409, 0.0687], [3.4092, -0.9949, 1.0022], [3.3459, -0.5348, 1.9873], [2.0866, -1.6527, 0.5947], [1.8881, -2.5370, 1.2017], [2.1423, -2.1015, -0.7412], [2.3809, -1.0326, -1.6303], [2.3915, -1.4680, -2.6307], [3.7207, -0.3577, -1.3171], [3.8760, 0.5361, -1.9197], [4.5348, -1.0667, -1.5055], [1.5608, -0.3009, -1.5575], [1.2530, -0.9424, 0.7096], [4.2026, -1.7508, 1.0062], [1.1887, 1.3135, 2.1610], [-1.2112, 1.8433, 1.8715], [-2.4471, 3.7656, -0.8483], [-2.3827, 0.2096, -0.3873], [-1.9151, -1.0390, -0.0805], [-2.0597, -1.6750, 1.1458], [-1.5173, -2.9363, 1.3330], [-0.8393, -3.5744, 0.3119], [-0.6910, -2.9391, -0.9110], [-1.2193, -1.6801, -1.1053], [-1.1169, -1.1685, -2.0498], [-0.1609, -3.4268, -1.7133], [-0.4295, -4.5607, 0.4641], [-1.6376, -3.4217, 2.2906], [-2.5918, -1.2081, 1.9605], [-3.0926, 0.7953, 1.4830]]
}



Energies relative to the most stable structure, in eV: <a> 0.000; <b> 0.364.